1.
{"formula": "C6H13FO2S", "method": "the ωB97M-V functional and the def2-TZVPD basis", "elements": ["C", "C", "C", "C", "C", "C", "H", "H", "H", "H", "H", "H", "H", "H", "H", "H", "H", "H", "H", "O", "O", "F", "S"], "coordinates": [[-1.00611, 1.71667, 0.47004], [-1.86040, 0.72816, -0.44222], [-1.74417, -0.64370, 0.22873], [-0.46860, -1.14164, 0.72437], [0.55420, -1.35669, -0.37533], [1.18005, 0.00162, -0.83890], [-1.11261, 1.42880, 1.62709], [-1.15107, 2.68535, 0.18187], [0.15991, 1.58151, 0.27054], [-1.57126, 0.59760, -1.57059], [-2.94852, 1.03281, -0.57427], [-2.05507, -1.35279, -0.48420], [-2.50104, -0.68202, 1.10681], [-0.56114, -2.11109, 1.16901], [-0.16150, -0.71109, 1.60674], [1.28758, -2.14470, -0.26291], [0.12928, -1.70602, -1.38215], [1.38185, 0.31435, -1.98445], [0.33344, 0.76678, -0.64296], [2.46875, 0.36815, 1.64579], [3.34372, 1.39088, -0.54528], [3.60063, -1.05459, -0.09951], [2.70207, 0.29167, 0.17175]], "homo_ev": -10.9117, "largest_force_ev_per_a": 4.18, "lumo_energy_ev": 0.657, "multiplicity": 1, "de_lowest_ev": 0.0114}

2.
{"formula": "C28H83N7O10", "method": "the ωB97M-V functional and the def2-TZVPD basis", "elements": ["C", "C", "C", "O", "C", "N", "H", "H", "H", "H", "H", "H", "H", "H", "H", "H", "H", "C", "C", "C", "O", "C", "N", "H", "H", "H", "H", "H", "H", "H", "H", "H", "H", "H", "C", "C", "C", "O", "C", "N", "H", "H", "H", "H", "H", "H", "H", "H", "H", "H", "H", "C", "C", "C", "O", "C", "N", "H", "H", "H", "H", "H", "H", "H", "H", "H", "H", "H", "C", "C", "C", "O", "C", "N", "H", "H", "H", "H", "H", "H", "H", "H", "H", "H", "H", "C", "C", "C", "O", "C", "N", "H", "H", "H", "H", "H", "H", "H", "H", "H", "H", "H", "C", "C", "C", "O", "C", "N", "H", "H", "H", "H", "H", "H", "H", "H", "H", "H", "H", "O", "H", "H", "O", "H", "H", "O", "H", "H"], "coordinates": [[4.49413, 1.74439, -3.57253], [3.10792, 1.13424, -3.47377], [2.05602, 2.26866, -3.74586], [0.75732, 1.70007, -3.80711], [-0.12695, 2.52465, -4.56167], [2.95023, 0.13593, -4.46712], [5.31553, 1.03127, -3.64884], [4.76067, 2.33893, -2.68367], [4.54548, 2.45053, -4.42644], [2.86604, 0.74703, -2.47169], [2.28785, 2.66740, -4.71391], [2.11367, 3.04595, -2.97586], [0.24631, 2.80783, -5.55133], [-0.31172, 3.47617, -4.10600], [-1.07178, 2.00183, -4.55131], [1.95714, -0.06453, -4.71827], [3.35226, 0.51767, -5.31001], [3.24816, 2.69275, 1.36739], [2.29854, 1.50447, 1.03677], [2.10980, 0.62882, 2.22436], [1.33299, 1.24846, 3.20387], [1.42003, 0.57439, 4.44101], [0.92361, 1.98040, 0.71477], [4.22119, 2.29056, 1.64195], [2.76969, 3.24786, 2.15173], [3.35357, 3.35331, 0.55882], [2.79077, 0.85534, 0.26581], [3.14073, 0.40247, 2.70677], [1.56743, -0.36289, 2.06348], [0.95829, -0.42979, 4.30648], [0.78848, 1.12930, 5.11222], [2.44169, 0.47973, 4.80987], [0.37631, 2.07133, 1.58086], [0.92533, 2.88509, 0.26551], [0.41232, 6.16903, -0.10201], [-0.54693, 5.17166, -0.76148], [-1.42823, 5.93129, -1.78268], [-1.84697, 7.14251, -1.26853], [-2.75186, 7.74939, -2.16741], [0.09518, 4.05757, -1.44281], [0.97690, 6.69246, -0.87517], [1.06672, 5.56775, 0.53349], [-0.10161, 6.92037, 0.47964], [-1.33606, 4.92476, -0.00344], [-2.24980, 5.27822, -1.91317], [-0.89306, 6.13178, -2.71374], [-3.14493, 8.76631, -1.84716], [-3.60956, 7.08502, -2.39218], [-2.23878, 7.96677, -3.11082], [-0.61851, 3.44645, -1.85558], [0.74426, 4.47448, -2.09989], [1.71223, -6.20427, 3.61182], [1.98591, -5.82624, 2.13315], [2.36849, -4.34563, 1.96336], [1.58025, -3.34879, 2.58224], [0.48937, -2.88996, 1.81843], [3.00724, -6.68859, 1.48742], [2.71700, -6.36223, 4.06089], [1.15273, -7.12989, 3.67255], [1.15721, -5.45501, 4.12085], [1.07699, -5.95858, 1.54090], [2.36850, -4.13628, 0.88005], [3.33939, -4.11805, 2.34923], [-0.34371, -3.49039, 2.03843], [0.66754, -2.85534, 0.73155], [0.28728, -1.88816, 2.24353], [2.86265, -7.68809, 1.77441], [3.91885, -6.31782, 1.62667], [-2.86805, -0.47972, -3.61559], [-3.96892, -0.35935, -2.54060], [-3.46427, -0.79674, -1.19787], [-3.30727, -2.16526, -1.16928], [-2.72903, -2.71926, -0.00921], [-4.50556, 1.00828, -2.43450], [-3.25421, -0.16691, -4.56632], [-2.69779, -1.56211, -3.75081], [-2.04044, 0.10550, -3.33225], [-4.75396, -1.06810, -2.82287], [-4.15108, -0.54720, -0.37672], [-2.49199, -0.28768, -1.08600], [-3.51461, -2.83299, 0.76116], [-1.95832, -2.06270, 0.39331], [-2.38679, -3.66529, -0.31765], [-4.64098, 1.26579, -3.40742], [-5.40145, 0.99181, -1.95781], [-1.05899, -2.51594, 6.34494], [-2.48570, -2.77903, 5.83969], [-2.96080, -1.77956, 4.72802], [-2.70198, -0.46113, 5.23392], [-3.24054, 0.65579, 4.60597], [-2.88614, -4.06534, 5.30262], [-0.66708, -3.30502, 6.99552], [-1.14378, -1.57935, 6.85719], [-0.39131, -2.47868, 5.48061], [-3.21397, -2.57019, 6.63806], [-4.04034, -2.03249, 4.63672], [-2.39406, -2.03685, 3.84982], [-4.29835, 0.78762, 4.51134], [-2.79203, 0.75047, 3.58231], [-2.78887, 1.43688, 5.25045], [-2.20629, -4.50874, 4.68192], [-3.03762, -4.64177, 6.05137], [-0.08586, -3.76356, -3.15222], [1.02903, -2.76464, -3.31746], [1.64208, -2.63151, -1.89421], [2.68256, -1.74375, -1.99417], [3.25865, -1.62207, -0.69929], [2.09501, -3.20887, -4.22925], [-0.59292, -4.21839, -3.99376], [-0.92934, -3.33470, -2.52032], [0.21544, -4.66427, -2.65369], [0.64600, -1.79194, -3.57552], [1.98006, -3.63001, -1.47208], [0.83343, -2.17622, -1.34016], [4.22833, -1.13911, -0.87104], [3.42620, -2.66731, -0.35678], [2.59098, -1.08257, -0.00716], [2.83570, -2.59402, -4.18888], [2.34074, -4.15205, -4.08104], [-2.10263, 3.62688, 1.82782], [-2.52620, 3.22760, 1.02315], [-2.70151, 4.16102, 2.31498], [-2.50553, 2.49770, -1.17794], [-3.28948, 2.18033, -1.67199], [-1.72825, 1.95874, -1.20775], [-0.22137, 0.47769, -1.56722], [0.28714, 0.58453, -2.39596], [0.19064, 1.08358, -0.93693]], "homo_ev": -8.4685, "largest_force_ev_per_a": 3.45, "lumo_energy_ev": 0.625, "multiplicity": 1, "de_lowest_ev": 1.6053}

3.
{"formula": "C4H7NO2", "method": "the ωB97M-V functional and the def2-TZVPD basis", "elements": ["C", "C", "C", "O", "O", "C", "N", "H", "H", "H", "H", "H", "H", "H"], "coordinates": [[0.61415, -0.67641, 0.12394], [-1.27893, 1.68649, 0.59822], [0.67653, -1.30873, -1.21780], [-1.56936, 0.30065, 0.48569], [1.74792, -0.03796, 0.57437], [-0.53945, -0.58332, 0.92300], [-0.24716, -1.64256, 1.46372], [2.16189, 0.51921, -0.10369], [-0.90835, 1.95607, 1.59211], [-0.54668, 1.97659, -0.16654], [-2.19612, 2.25073, 0.41044], [-0.32356, -1.55790, -1.57960], [1.25738, -2.23454, -1.15506], [1.15174, -0.64834, -1.94882]], "homo_ev": -8.6321, "largest_force_ev_per_a": 4.67, "lumo_energy_ev": 0.516, "multiplicity": 1, "de_lowest_ev": 4.4178}

4.
{"formula": "C23H24ClN3O6S2", "method": "the ωB97M-V functional and the def2-TZVPD basis", "elements": ["C", "H", "O", "C", "C", "C", "C", "C", "C", "Cl", "H", "N", "S", "O", "O", "C", "C", "C", "C", "C", "C", "H", "H", "H", "H", "H", "C", "H", "H", "C", "O", "N", "C", "C", "C", "C", "C", "C", "H", "H", "H", "N", "S", "O", "O", "C", "H", "H", "H", "C", "H", "H", "H", "H", "H", "H", "H", "H", "H"], "coordinates": [[-2.56312, -4.48538, 0.13820], [-2.66944, -4.18779, 1.18551], [-2.21893, -3.38831, -0.67581], [-1.06491, -2.72675, -0.41868], [-0.16717, -3.03678, 0.59637], [0.95210, -2.25280, 0.81522], [1.20554, -1.15041, 0.01543], [0.34889, -0.85620, -1.03967], [-0.77428, -1.62932, -1.24143], [-1.88651, -1.20481, -2.48285], [0.54906, -0.01856, -1.68780], [2.27260, -0.27489, 0.35426], [3.16150, 0.41664, -0.89028], [3.14915, -0.48487, -1.99670], [2.74644, 1.78282, -1.11351], [4.77765, 0.43002, -0.12965], [5.37267, -0.78798, 0.13810], [6.61765, -0.81022, 0.74306], [7.24697, 0.38155, 1.07200], [6.64047, 1.59642, 0.79604], [5.39423, 1.62332, 0.18984], [4.89784, 2.55103, -0.04856], [7.13589, 2.52082, 1.05036], [8.21798, 0.36229, 1.54348], [7.09816, -1.75267, 0.95652], [4.85480, -1.69178, -0.14015], [1.96344, 0.61850, 1.46752], [2.09032, 0.08149, 2.41153], [2.65049, 1.46347, 1.42392], [0.49351, 1.04844, 1.32386], [-0.37902, 0.53505, 1.99274], [0.31499, 1.93332, 0.31817], [-0.87218, 2.11968, -0.41123], [-2.11313, 1.82420, 0.12779], [-3.25152, 1.83904, -0.67744], [-3.12875, 2.25402, -2.00529], [-1.89279, 2.61661, -2.51111], [-0.75408, 2.53356, -1.73599], [0.21802, 2.76813, -2.14369], [-1.81859, 2.94275, -3.53765], [-3.98871, 2.30096, -2.65122], [-4.47022, 1.42568, -0.15692], [-4.55147, 0.67791, 1.35417], [-5.90051, 0.21212, 1.50180], [-4.05823, 1.56534, 2.35970], [-3.48192, -0.78243, 1.23227], [-2.47478, -0.53586, 1.54513], [-3.92114, -1.51910, 1.89287], [-3.50546, -1.13151, 0.20827], [-5.61142, 1.27670, -1.02700], [-5.93651, 2.24819, -1.40348], [-6.40811, 0.84650, -0.42618], [-5.38985, 0.61206, -1.86709], [-2.19230, 1.59214, 1.17179], [1.15220, 2.19755, -0.20089], [1.61752, -2.48294, 1.63170], [-0.34613, -3.88011, 1.24288], [-3.52240, -4.83653, -0.23767], [-1.82656, -5.29035, 0.05742]], "homo_ev": -8.2222, "largest_force_ev_per_a": 1.00, "lumo_energy_ev": 0.236, "multiplicity": 1}

5.
{"formula": "C5H10N2O2S", "method": "the ωB97M-V functional and the def2-TZVPD basis", "elements": ["C", "C", "C", "C", "C", "N", "N", "O", "O", "S", "H", "H", "H", "H", "H", "H", "H", "H", "H", "H"], "coordinates": [[0.92263, 1.30287, 0.75610], [-0.80996, -1.14344, -0.39867], [0.62228, 0.84595, 2.09310], [-1.04775, -2.58284, -0.60382], [-2.02981, -0.24393, -0.40693], [0.75749, 0.61949, -0.32127], [0.42051, -0.75864, -0.32285], [3.60362, 1.98676, -0.88615], [2.08252, 2.95913, -2.52012], [2.73033, 1.77568, -2.00415], [1.44493, 2.27799, 0.57474], [1.59828, 0.83590, 2.71691], [0.16889, -0.27226, 2.13330], [-0.01282, 1.61099, 2.66705], [-1.16338, -2.91350, -1.74023], [-1.75818, -3.07682, -0.01628], [-0.12987, -3.04843, -0.32943], [-2.70809, -0.27036, 0.46143], [-2.71501, -0.63762, -1.10051], [-1.97661, 0.73307, -0.75224]], "homo_ev": [-7.3223, -9.4467], "largest_force_ev_per_a": 3.75, "lumo_energy_ev": [0.770, -3.770], "multiplicity": 3, "de_lowest_ev": 0.8203}

6.
{"formula": "H41O20", "method": "the ωB97M-V functional and the def2-TZVPD basis", "elements": ["O", "H", "O", "H", "H", "O", "H", "H", "O", "H", "H", "O", "H", "H", "O", "H", "H", "O", "H", "H", "O", "H", "H", "O", "H", "H", "O", "H", "H", "O", "H", "H", "O", "H", "H", "O", "H", "H", "O", "H", "H", "O", "H", "H", "O", "H", "H", "O", "H", "H", "O", "H", "H", "O", "H", "H", "O", "H", "H", "H", "H"], "coordinates": [[-0.19810, -0.60623, -0.09814], [-1.19654, -1.15832, 0.16407], [-0.53026, -4.04501, -3.36947], [-1.23335, -4.57991, -3.52035], [0.33112, -4.26685, -3.76016], [3.69422, -1.21152, -1.64857], [3.57063, -0.82324, -0.76817], [2.88301, -1.66176, -1.92014], [-3.66139, 3.33947, -0.16290], [-4.58876, 3.34054, -0.31906], [-3.45285, 2.38314, -0.32243], [-0.22705, 1.48100, -1.34737], [1.68024, 0.00549, -1.87393], [0.01084, 1.64485, -2.23427], [0.88548, -0.46863, -2.12992], [-0.98549, -0.32568, -4.43720], [0.81670, 0.23281, -2.86026], [-1.26180, 0.49725, -4.79957], [-1.47861, 0.17130, -5.66423], [1.48514, 4.38293, -1.95951], [-3.79874, 1.19055, -1.84351], [-3.92115, 2.15713, -1.74302], [-2.90280, 1.07904, -2.21178], [1.97519, 3.14509, 4.91639], [2.93299, 3.23614, 4.68708], [0.01425, 2.26999, -0.89175], [0.20137, -2.93767, 2.05008], [1.00899, -3.25964, 1.51854], [0.08611, -3.56269, 2.84255], [-1.91315, -1.99314, 0.97347], [-1.04824, -2.27034, 1.53848], [0.26304, -1.41951, -0.35143], [2.42879, -3.61101, 1.97847], [3.40466, -3.34766, 1.82284], [2.15601, -2.74588, 2.31338], [5.47098, 0.02334, -0.72804], [5.50439, 0.95844, -0.90158], [5.42866, -0.57350, -1.53992], [-3.73446, -0.76488, 2.28456], [-3.58675, 0.14633, 2.22026], [-4.62439, -1.06673, 2.12156], [-1.50574, 3.69782, 3.40997], [-2.37073, -1.45511, 1.66241], [-2.01605, 3.04226, 3.85309], [-0.60812, -4.50727, 0.09462], [-1.30184, -4.81112, -0.54896], [-1.38930, -4.14925, 0.61464], [1.40740, 1.74801, 2.97293], [0.48721, 1.50309, 3.25981], [1.34800, 2.76817, 2.85261], [1.31661, 3.41301, -1.78608], [-0.57013, 3.86474, 3.36972], [2.01073, 3.11246, -1.20406], [1.72041, -3.20045, -1.06352], [1.95841, -4.14547, -1.13798], [0.88764, -2.88437, -1.51985], [-1.49178, 4.70742, 0.72120], [-2.20425, 5.29974, 0.37550], [-1.38681, 4.58139, 1.63242], [-0.00255, 0.02139, -1.01611], [1.82197, 2.40852, 5.43260]], "homo_ev": [-15.2460, -15.2457], "largest_force_ev_per_a": 5.45, "total_charge": 2, "lumo_energy_ev": [-6.998, -13.256], "multiplicity": 2, "de_lowest_ev": 4.9665}